[1]
DFT (the ωB97M-V functional and the def2-TZVPD basis) results for a cluster of 2 separate species, C16H28ClFN2O3P in total.

Output
orbital gap = 7.2 eV
net charge = -1

Positions of all 52 atoms, in Å:
C: 2.2308 -0.1321 2.7341
C: 3.0687 -0.5465 1.5097
N: 3.5924 0.6051 0.7984
P: 2.4906 1.1083 -0.5745
Cl: 4.3239 1.7731 -1.6688
C: 1.3624 1.4879 -2.0607
C: 0.1678 0.5233 -2.0021
C: -1.0525 1.1339 -1.2972
C: -1.6954 0.1068 -0.3805
N: -3.0248 0.4817 0.1685
C: -3.3432 1.8683 0.0704
C: -2.7953 2.8140 1.1153
O: -4.0598 2.2921 -0.8227
C: 2.2222 2.8608 0.2410
C: 2.7722 4.0639 -0.4479
O: 2.4273 4.5040 -1.5198
O: 3.7954 4.7249 0.2648
H: 1.8602 0.8718 2.5674
H: 2.8552 -0.1346 3.6226
H: 1.3959 -0.8133 2.8833
H: 3.9095 -1.1436 1.8612
H: 2.4773 -1.2028 0.8547
H: 4.4744 0.3422 0.3850
H: 2.6654 -0.2236 -1.1534
H: 1.3669 0.6285 0.2091
H: 1.9131 1.3577 -2.9834
H: 0.9774 2.5013 -2.0034
H: 0.4646 -0.4022 -1.5037
H: -0.0948 0.2379 -3.0207
H: -0.6825 1.9524 -0.6854
H: -1.7388 1.5119 -2.0478
H: -1.7449 -0.8408 -0.9121
H: -1.0048 -0.0440 0.4490
H: -3.0607 0.2292 1.1453
H: -1.8130 2.5267 1.4771
H: -3.4600 2.8578 1.9748
H: -2.7381 3.7983 0.6682
H: 1.1505 3.0197 0.3548
H: 2.6603 2.7946 1.2290
H: 3.3661 5.0963 1.0353
F: -1.5456 -3.8363 -2.6868
C: -1.9252 -4.1946 -1.4471
C: -1.0274 -4.0651 -0.4065
C: -1.4276 -4.4320 0.8693
C: -2.7066 -4.9262 1.0870
C: -3.5908 -5.0498 0.0246
C: -3.2032 -4.6801 -1.2549
H: -0.0354 -3.6763 -0.5960
H: -0.7378 -4.3269 1.6955
H: -3.0144 -5.2107 2.0843
H: -4.5884 -5.4333 0.1910
H: -3.8791 -4.7595 -2.0955

[2]
DFT (the ωB97M-V functional and the def2-TZVPD basis) results for the molecule C4H7BrClF.

Output
orbital gap = 11.1 eV
SMILES string = CC[C@H](Cl)[C@@H](F)Br
energy relative to the best compared isomer or geometry (same formula, charge and spin) = 24.01 kJ/mol

Positions of all 14 atoms, in Å:
C: 0.0392 -0.4336 0.9268
C: 0.7302 0.4923 -0.1760
C: 0.0299 0.3053 -1.5588
C: -1.2946 1.1782 -1.4829
F: -1.0896 2.4462 -1.1024
Cl: 0.9822 0.8346 -3.0365
Br: -2.3211 1.2508 -3.1326
H: -0.0446 -1.4353 0.6605
H: -0.9183 -0.1291 0.9258
H: 0.6190 -0.2700 1.7585
H: 0.7744 1.4713 0.1876
H: 1.7062 0.1602 -0.3157
H: -0.3791 -0.7498 -1.8171
H: -1.9765 0.5323 -0.7287

[3]
DFT (the ωB97M-V functional and the def2-TZVPD basis) results for a cluster of 9 separate species, C22H29Cl16FO4 in total.

Output
orbital gap = 9.2 eV
SMILES string = ClC(Cl)(Cl)Cl.ClC(Cl)(Cl)Cl.ClC(Cl)(Cl)Cl.ClC(Cl)(Cl)Cl.Fc1ccccc1.CC(C)=O.CC(C)=O.CC(C)=O.CC(C)=O
energy relative to the best compared isomer or geometry (same formula, charge and spin) = 0.00 kJ/mol

Positions of all 72 atoms, in Å:
C: -22.8332 -22.3412 5.4011
Cl: -24.1103 -21.2173 5.7769
Cl: -23.2453 -23.9399 6.0215
Cl: -22.6851 -22.5104 3.6509
Cl: -21.3061 -21.7886 6.0586
C: -21.0982 -28.7347 -1.9058
Cl: -22.5938 -29.2282 -1.1219
Cl: -21.3631 -27.3343 -2.9262
Cl: -19.8948 -28.3334 -0.6865
Cl: -20.5110 -30.0837 -2.8919
C: -16.2707 -28.0990 5.8382
Cl: -16.9314 -26.5486 6.3501
Cl: -15.8405 -28.0017 4.1037
Cl: -14.8419 -28.4786 6.7958
Cl: -17.4948 -29.3738 6.0092
C: -18.8905 -20.6159 2.1445
Cl: -18.4759 -19.3424 3.3156
Cl: -19.0099 -22.1480 3.0034
Cl: -20.4710 -20.2014 1.4446
Cl: -17.6772 -20.6535 0.8793
C: -21.6668 -25.9261 3.2443
C: -20.8442 -26.1543 4.4914
O: -21.0084 -27.1244 5.1864
C: -19.8169 -25.1011 4.8034
H: -21.8288 -24.8640 3.0702
H: -22.6145 -26.4685 3.2567
H: -21.1778 -26.3698 2.3690
H: -19.0689 -24.9494 4.0289
H: -19.3417 -25.2656 5.7611
H: -20.3768 -24.1581 4.8799
C: -23.9454 -29.1803 5.0000
C: -24.6546 -28.2269 5.8943
O: -25.8090 -28.0452 5.7562
C: -23.8905 -27.5541 6.9740
H: -24.4361 -29.2804 4.0316
H: -24.0697 -30.1931 5.4092
H: -22.8912 -28.9376 4.8934
H: -23.0277 -27.0457 6.5378
H: -23.4958 -28.3031 7.6686
H: -24.5192 -26.8664 7.5300
C: -17.5384 -25.9103 0.7133
C: -17.3207 -24.9642 -0.4346
O: -16.8728 -23.8834 -0.2148
C: -17.7328 -25.3633 -1.8158
H: -17.9727 -25.4295 1.5728
H: -16.5359 -26.2748 0.9902
H: -18.0267 -26.8607 0.4470
H: -17.8226 -24.5287 -2.5049
H: -18.7027 -25.8581 -1.7572
H: -17.0325 -26.0730 -2.2700
C: -18.7278 -27.7521 10.7262
C: -19.7556 -28.0245 9.6510
O: -20.6601 -28.7551 9.8759
C: -19.7722 -27.1813 8.3864
H: -18.1348 -28.6649 10.8567
H: -19.2291 -27.5925 11.6794
H: -18.0869 -26.9093 10.4927
H: -19.2553 -27.6853 7.5787
H: -19.2991 -26.2192 8.5887
H: -20.8199 -27.0229 8.1864
F: -17.3090 -23.5067 5.9030
C: -16.6714 -22.7720 6.8793
C: -17.4024 -21.9234 7.6891
C: -16.7084 -21.1075 8.5762
C: -15.3445 -21.2050 8.7118
C: -14.6245 -22.0704 7.9037
C: -15.3064 -22.7912 6.9295
H: -18.4830 -21.9426 7.7327
H: -17.2433 -20.4272 9.2274
H: -14.8258 -20.6179 9.4605
H: -13.5518 -22.1172 8.0048
H: -14.7253 -23.3811 6.2260

[4]
DFT (the ωB97M-V functional and the def2-TZVPD basis) results for a cluster of 11 separate species, C6H34NO10S in total.

Output
multiplicity = 2
orbital gap (alpha / beta) = 9.7 / 6.7 eV
energy relative to the best compared isomer or geometry (same formula, charge and spin) = 271.61 kJ/mol

Positions of all 52 atoms, in Å:
C: -0.7984 0.2885 1.8546
N: 0.0453 1.0343 2.8803
C: 1.3438 1.1345 2.2185
C: 1.4905 2.0182 0.9988
S: 2.9533 1.3132 -0.0028
C: -1.9071 -0.5993 2.5794
C: -1.9860 -2.3679 0.7243
C: -2.8152 -1.3537 1.6435
H: -1.2730 1.0169 1.2061
H: -0.1711 -0.4889 1.4267
H: -0.4211 1.8587 3.2469
H: 2.1161 1.6153 2.8930
H: 1.7379 0.1411 2.0700
H: 0.5745 2.1304 0.3769
H: 1.6236 3.1420 1.1369
H: -1.4508 -1.3244 3.3269
H: -2.6726 -0.1060 3.1267
H: -2.2729 -1.9484 -0.2178
H: -2.3148 -3.4612 0.6712
H: -0.9260 -2.6109 0.8615
H: -3.4689 -2.0203 2.2805
H: -3.3401 -0.6305 0.9815
H: -2.6958 3.1581 -1.5830
H: -1.0276 3.1743 -1.6937
O: -1.8613 3.6152 -1.5436
H: -2.3149 2.7612 1.2051
H: -3.4140 2.1170 0.5658
O: -3.2609 2.6451 1.3602
H: -2.6004 -0.1057 -2.1665
H: -2.5844 0.8890 -3.3202
O: -2.9741 0.7301 -2.4513
H: 0.1235 1.5774 -2.4769
H: 1.5606 1.5146 -3.2825
O: 0.6561 1.8482 -3.2319
H: 0.4806 -2.6074 -1.3858
H: 0.9442 -3.7068 -2.3342
O: 0.1608 -3.2818 -1.9840
H: 2.1877 -3.1370 1.0820
H: 2.7014 -1.9059 1.7870
O: 2.0989 -2.1781 1.0783
H: 0.2652 -2.4251 2.3872
H: 0.9191 -1.7359 3.6762
O: 0.8308 -2.5256 3.1442
H: 1.3781 -1.3115 -3.4379
H: 0.5371 -0.1979 -3.9372
O: 0.7146 -1.1513 -4.1087
H: 2.3597 -1.5461 -0.6516
H: 2.7818 -1.3892 -2.3006
O: 2.7890 -1.8598 -1.4754
H: 0.1629 0.4254 -0.3814
H: 0.4433 0.2094 -1.7299
O: -0.3332 0.1162 -1.1669

[5]
DFT (the ωB97M-V functional and the def2-TZVPD basis) results for a structure of composition C28H30HgIN.

Output
multiplicity = 2
orbital gap (alpha / beta) = 6.4 / 6.0 eV
energy relative to the best compared isomer or geometry (same formula, charge and spin) = 0.00 kJ/mol
net charge = -1

Positions of all 61 atoms, in Å:
Hg: 0.8286 1.3278 1.3682
I: 3.3240 2.3302 0.8927
C: 1.4455 0.7675 4.4284
C: 2.1386 0.5118 5.5549
C: 1.3596 0.0776 6.6636
C: 0.0038 -0.0587 6.5621
C: -0.6853 0.2330 5.3563
C: -2.0829 0.0899 5.1914
C: -2.6601 0.3708 3.9843
C: -1.8963 0.8122 2.8816
C: -0.5392 0.9974 2.9799
C: 0.0627 0.6872 4.2326
H: 3.2140 0.6062 5.6247
H: 1.8502 -0.1528 7.6028
H: -0.5646 -0.3997 7.4202
H: -2.6896 -0.2522 6.0226
H: -3.7312 0.2430 3.8687
H: -2.4051 0.9966 1.9420
C: 0.4208 -4.2983 -2.6993
C: 0.5079 -3.4275 -1.4716
C: 0.7239 -3.9949 -0.2227
C: 0.8219 -3.1576 0.8897
C: 1.0621 -3.7285 2.2633
C: 0.6914 -1.7937 0.7378
C: 0.4406 -1.1615 -0.5117
C: 0.3765 -2.0533 -1.6136
N: 0.2940 0.1843 -0.5387
C: 0.0081 0.9178 -1.7552
C: 1.1625 0.8895 -2.7805
C: 0.8286 1.7416 -4.0067
C: -0.4640 1.2297 -4.6502
C: -1.6236 1.3412 -3.6552
C: -1.7968 2.8035 -3.2404
C: -0.5067 3.2845 -2.5731
C: 0.6425 3.1983 -3.5795
C: -0.1848 2.3996 -1.3684
C: -1.3200 0.4910 -2.4180
H: 0.5422 -5.3522 -2.4468
H: 1.1926 -4.0348 -3.4266
H: -0.5439 -4.1816 -3.1987
H: 0.8276 -5.0692 -0.1161
H: 1.2438 -4.8034 2.2172
H: 0.2036 -3.5612 2.9174
H: 1.9261 -3.2605 2.7387
H: 0.7718 -1.1936 1.6386
H: 0.2360 -1.6818 -2.6179
H: 1.3807 -0.1326 -3.0907
H: 2.0605 1.2621 -2.2776
H: 1.6481 1.6763 -4.7300
H: -0.3389 0.1866 -4.9604
H: -0.6889 1.8111 -5.5521
H: -2.5445 0.9802 -4.1259
H: -2.6383 2.8950 -2.5461
H: -2.0239 3.4263 -4.1133
H: -0.6241 4.3197 -2.2376
H: 1.5650 3.5680 -3.1217
H: 0.4299 3.8302 -4.4495
H: -0.9935 2.4571 -0.6289
H: 0.7310 2.7650 -0.8923
H: -1.3098 -0.5636 -2.6947
H: -2.1108 0.6035 -1.6682

[6]
DFT (the ωB97M-V functional and the def2-TZVPD basis) results for a structure of composition C36H41GeN5O2PtS2Se.

Output
multiplicity = 2
orbital gap (alpha / beta) = 7.3 / 5.0 eV
energy relative to the best compared isomer or geometry (same formula, charge and spin) = 55.59 kJ/mol
net charge = +3

Positions of all 89 atoms, in Å:
Pt: 0.4085 0.6216 0.4059
C: -1.6892 1.5577 3.6054
O: -1.5557 1.8188 2.2131
C: -1.4401 3.1931 1.8951
C: -0.0224 3.5951 1.5978
O: 0.5106 2.8186 0.5017
C: 1.6977 3.4213 -0.0450
H: -2.6451 1.9315 3.9803
H: -0.8809 2.0205 4.1805
H: -1.6540 0.4780 3.7322
H: -1.8324 3.8261 2.6965
H: -2.0364 3.3695 1.0104
H: 0.6320 3.4691 2.4629
H: -0.0023 4.6456 1.2961
H: 1.4499 4.4104 -0.4318
H: 2.0460 2.7814 -0.8515
H: 2.4730 3.5099 0.7125
C: 2.5451 1.8481 3.1533
Ge: 2.1202 0.2651 2.0761
C: 3.8036 -0.2346 1.2124
C: 4.0083 -0.0541 -0.1554
C: 5.2482 -0.3061 -0.7351
C: 6.3043 -0.7421 0.0523
C: 6.1217 -0.9125 1.4195
C: 4.8848 -0.6549 1.9924
C: 1.6690 -1.0777 3.5086
C: 1.0860 -0.5235 4.6698
C: 0.6392 -1.2886 5.7291
C: 0.7541 -2.6765 5.6758
C: 1.3493 -3.2880 4.5614
C: 1.5031 -4.6831 4.5248
C: 2.1611 -5.3060 3.4609
C: 2.6749 -4.5364 2.4363
C: 2.5147 -3.1480 2.4462
C: 1.8324 -2.4877 3.4837
H: 3.2871 1.5506 3.8969
H: 1.6917 2.2807 3.6730
H: 3.0028 2.6164 2.5366
H: 3.1915 0.3185 -0.7685
H: 5.4006 -0.1347 -1.7939
H: 7.2727 -0.9298 -0.3918
H: 6.9487 -1.2323 2.0396
H: 4.7676 -0.7901 3.0634
H: 0.9817 0.5508 4.7449
H: 0.2036 -0.8156 6.5989
H: 0.4099 -3.2876 6.5013
H: 1.1112 -5.2795 5.3396
H: 2.2813 -6.3806 3.4567
H: 3.2199 -5.0104 1.6308
H: 2.9707 -2.5462 1.6742
C: -5.7033 1.4629 -4.9812
C: -5.2294 0.3002 -4.1838
C: -5.5661 -1.0163 -4.4159
C: -5.0527 -2.0081 -3.5858
N: -4.2184 -1.7000 -2.5636
C: -3.9304 -0.4546 -2.3476
S: -2.9603 -0.0109 -0.9105
N: -4.4160 0.5413 -3.1318
C: -5.3782 -3.4450 -3.7648
H: -6.2331 1.1285 -5.8684
H: -4.8635 2.0906 -5.2849
H: -6.3836 2.0737 -4.3833
H: -6.2310 -1.2640 -5.2306
H: -4.1605 1.5006 -2.9097
H: -6.0705 -3.6109 -4.5851
H: -5.8056 -3.8324 -2.8384
H: -4.4583 -4.0044 -3.9437
S: 0.3402 -1.6339 0.3342
C: 0.8452 -1.9967 -1.3087
N: 2.1259 -2.3978 -1.4995
C: 2.6001 -2.8121 -2.6868
C: 1.7464 -2.8364 -3.7561
C: 0.4484 -2.3869 -3.5217
N: 0.0095 -1.9783 -2.3340
H: 2.7529 -2.3247 -0.7028
H: 3.6421 -3.0984 -2.7250
H: 2.0715 -3.1737 -4.7283
H: -0.2727 -2.3576 -4.3305
Se: -1.1740 0.9066 -1.8254
C: -1.8020 2.6879 -2.2431
C: -1.0424 3.3770 -3.1750
C: -1.4620 4.6519 -3.5458
N: -2.5584 5.2303 -3.0677
C: -3.2808 4.5510 -2.1851
C: -2.9501 3.2755 -1.7344
H: -0.1514 2.9512 -3.6199
H: -0.8942 5.2210 -4.2728
H: -4.1688 5.0462 -1.8064
H: -3.5848 2.7749 -1.0120

[7]
DFT (the ωB97M-V functional and the def2-TZVPD basis) results for a cluster of 3 separate species, C6H16NO in total.

Output
orbital gap = 5.8 eV
energy relative to the best compared isomer or geometry (same formula, charge and spin) = 447.06 kJ/mol
net charge = +1

Positions of all 24 atoms, in Å:
C: 1.2061 1.6289 -0.1663
C: 0.1828 0.7118 -0.7780
C: -0.3922 -0.4112 0.0084
C: -1.3022 0.8070 -0.5430
C: -2.0950 0.4086 -1.6057
C: -1.7862 1.7007 0.6382
N: -0.8835 -3.7394 2.1182
H: 2.2318 1.3165 -0.3410
H: 1.0516 1.6705 0.9110
H: 1.0563 2.6271 -0.5815
H: 0.3744 0.4258 -1.8144
H: -0.4411 -0.2722 1.0851
H: -0.4059 -1.4366 -0.3374
H: -2.8521 -0.3677 -1.4884
H: -1.9968 0.8751 -2.5880
H: -2.0503 1.0587 1.4710
H: -0.9613 2.3597 0.8703
H: -2.6836 2.2335 0.3495
H: -1.2386 -4.2245 1.3072
H: 0.1218 -3.8858 2.1580
H: -1.2878 -4.1293 2.9567
H: 5.0372 0.7785 -0.7521
H: 4.7062 -0.2294 -1.8663
O: 4.4084 0.0937 -1.0116

[8]
DFT (the ωB97M-V functional and the def2-TZVPD basis) results for a structure of composition C22H22N9ORu.

Output
multiplicity = 6
orbital gap (alpha / beta) = 7.4 / 5.9 eV
energy relative to the best compared isomer or geometry (same formula, charge and spin) = 0.00 kJ/mol
net charge = +2

Positions of all 55 atoms, in Å:
Ru: 0.1379 -0.2572 0.5679
C: -4.4918 -3.3509 0.5704
C: -4.2070 -2.5749 1.6871
C: -3.3534 -1.4860 1.5772
C: -2.7877 -1.1872 0.3415
C: -3.0621 -1.9595 -0.7800
C: -3.9253 -3.0403 -0.6593
N: -1.8910 -0.0820 0.2378
C: -2.3422 1.1752 0.1236
C: -3.7005 1.5467 -0.0714
C: -4.0084 2.8685 -0.2533
C: -2.9962 3.8438 -0.2470
C: -1.6531 3.5147 -0.0429
C: -1.3314 2.1958 0.1619
N: -0.0585 1.6919 0.4375
N: 1.0027 2.4787 0.1912
C: 2.1477 1.7668 0.1461
C: 3.3840 2.4072 -0.0048
C: 4.5292 1.6408 -0.0603
C: 4.4359 0.2516 0.0235
C: 3.1896 -0.3292 0.1589
N: 2.0704 0.3995 0.2245
H: -5.1733 -4.1867 0.6541
H: -4.6629 -2.8064 2.6404
H: -3.1342 -0.8621 2.4355
H: -2.6275 -1.6973 -1.7366
H: -4.1706 -3.6293 -1.5332
H: -4.4614 0.7790 -0.1003
H: -5.0336 3.1684 -0.4169
H: -3.2626 4.8809 -0.4005
H: -0.8843 4.2728 -0.0328
H: 3.4034 3.4846 -0.0751
H: 5.4933 2.1165 -0.1763
H: 5.3131 -0.3758 -0.0266
H: 3.0626 -1.4029 0.2137
N: -0.8567 -3.9749 1.0246
C: -0.1320 -3.3591 0.0949
N: -0.0213 -3.8900 -1.1225
O: 0.4916 -2.2834 0.3708
H: -1.3873 -4.8074 0.8305
H: -0.9973 -3.5173 1.9097
H: -0.4132 -4.7870 -1.3559
H: 0.6038 -3.4575 -1.7814
N: -1.0880 1.4040 5.7339
C: -0.5056 0.4514 4.9855
C: -0.4947 0.5175 3.5734
N: 0.0735 -0.4424 2.8624
C: 0.6428 -1.4778 3.4963
C: 0.6183 -1.5236 4.8809
N: 0.0533 -0.5832 5.6192
H: -1.4372 2.2564 5.3359
H: -1.0115 1.3344 6.7354
H: -0.9382 1.3493 3.0391
H: 1.1213 -2.2384 2.8956
H: 1.0746 -2.3515 5.4100

no.,E_tot (eV)
1,-50698.110
2,-89542.963
3,-234548.677
4,-39569.646
5,-43290.153
6,-196298.002
7,-10008.679
8,-41196.985